Entry 1:
A molecular structure, C12H22N2O2Pt. Source: the Open Molecules 2025 dataset; level of theory: ωB97M-V/def2-TZVPD.

```
39
Properties=species:S:1:pos:R:3
Pt 0.4396 1.0932 1.1938
N 0.1912 1.0192 5.5423
C 0.5628 1.1106 4.2491
O 0.0046 1.8902 3.4808
C 1.6581 0.2013 3.7625
C 1.1621 -0.4724 2.4797
H -0.5661 1.5891 5.8784
H 0.6213 0.3582 6.1618
H 1.9519 -0.5061 4.5461
H 2.5262 0.8262 3.5389
H 0.3564 -1.1714 2.7264
H 1.9620 -1.0231 1.9886
C 2.5079 1.9448 -3.7714
C 1.8395 0.6926 -3.1892
C 2.8633 -0.4503 -3.1281
C 0.6604 0.2752 -4.0787
C 1.3487 0.9717 -1.8280
C 0.9017 1.2372 -0.7262
H 2.8570 1.7478 -4.7887
H 3.3630 2.2385 -3.1612
H 1.8059 2.7790 -3.7981
H 3.2471 -0.6668 -4.1289
H 2.4051 -1.3552 -2.7261
H 3.7011 -0.1783 -2.4848
H 1.0010 0.0955 -5.1021
H -0.1014 1.0555 -4.0952
H 0.2023 -0.6391 -3.6977
C -4.3291 -0.3143 0.2918
N -3.1609 -1.1703 0.4473
C -3.2445 -2.6191 0.3077
C -1.9969 -0.5991 0.7682
O -1.8704 0.6132 0.9444
H -5.1894 -0.9259 0.0341
H -4.1584 0.4195 -0.4951
H -4.5348 0.2290 1.2139
H -4.2408 -2.8857 -0.0326
H -3.0622 -3.1258 1.2560
H -2.5265 -2.9836 -0.4264
H -1.1587 -1.3011 0.8468
```

Net charge = 0
HOMO-LUMO gap (spin up / spin down) = 6.8647 / 7.4388 eV
Energy = -849.6143 hartree
HOMO energy (spin up / spin down) = -0.2328 / -0.2823 hartree
2S+1 = 3



Entry 2:
A gas-phase ion, C12H22N3 (charge +1) at a distorted geometry. Source: the Open Molecules 2025 dataset; level of theory: ωB97M-V/def2-TZVPD.

```
37
Properties=species:S:1:pos:R:3
N 0.5652 2.2254 -0.4122
C -0.3451 1.1741 -0.1892
C -1.0831 0.8836 -1.4413
C -1.8714 -0.3768 -1.2844
C -2.8120 -0.3022 -0.0486
C -1.9495 -0.0080 1.1263
C -1.0283 -1.2458 1.3805
C -0.0635 -1.4130 0.2675
C -0.9422 -1.6010 -1.0515
C 0.8140 -0.2070 0.0116
N 1.5943 -0.2484 -1.2159
C 2.9973 -0.4855 -0.8799
C 3.1722 -0.3250 0.6684
N 1.8081 0.2307 1.1121
C -1.1605 1.2350 1.0261
H 0.4279 2.5094 -1.3881
H 0.3893 2.9381 0.2735
H -0.4189 0.9010 -2.3249
H -1.8766 1.6972 -1.5006
H -2.4077 -0.4093 -2.1929
H -3.3919 -1.1933 0.2198
H -3.3688 0.7229 -0.2592
H -2.5414 -0.1479 1.9718
H -0.5186 -1.0692 2.4576
H -1.6327 -2.1698 1.3974
H 0.5064 -2.3066 0.2034
H -1.4890 -2.5935 -0.9871
H -0.1823 -1.4863 -1.8736
H 1.5909 0.6622 -1.6667
H 3.6937 0.1717 -1.4434
H 3.3960 -1.5480 -1.0934
H 3.4990 -1.3278 1.0476
H 3.9705 0.4435 0.8836
H 1.6378 -0.0548 2.1124
H 1.9653 1.2563 1.1661
H -1.7811 2.2051 0.9770
H -0.4855 1.2577 1.9605
```

Net charge = +1
HOMO-LUMO gap = 9.7856 eV
Energy = -634.4291 hartree
HOMO energy = -0.4645 hartree
SMILES = N[C@@]12C[C@@H]3C[C@@H](C[C@@H](C3)[C@@]13NCC[NH2+]3)C2



Entry 3:
A molecular structure, C12H23BaF3NO2P2 at a distorted geometry. Source: the Open Molecules 2025 dataset; level of theory: ωB97M-V/def2-TZVPD.

```
44
Properties=species:S:1:pos:R:3
Ba 0.7056 1.2336 -0.0048
P 2.1856 -1.2762 1.2414
C 2.3222 -1.6369 -0.5785
C 1.0178 -1.9017 -1.3052
N -0.0821 -1.2101 -0.9109
C -1.2758 -1.5217 -1.4757
C -1.3478 -2.3552 -2.5911
C -0.1892 -2.9266 -3.1195
C 1.0116 -2.7008 -2.4495
C -2.5461 -0.9230 -0.9292
P -2.3116 0.5631 0.1376
H 1.9748 -3.1095 -2.7738
H -2.3410 -2.4951 -3.0288
H -0.2290 -3.5448 -4.0391
H -3.2017 -0.6062 -1.7493
H -3.0935 -1.6605 -0.3187
H 2.8735 -0.7963 -1.0662
H 2.9618 -2.5257 -0.6061
H 1.5857 3.9550 -1.3789
O 1.8690 3.1076 -1.7542
H 2.4045 3.3640 -2.5328
H -1.3277 4.5724 0.8461
O -0.9933 5.0031 0.0433
H -1.3513 5.9055 0.1381
C -2.6104 1.8132 -1.1695
H -3.6340 1.6250 -1.5463
H -2.5405 2.8424 -0.7713
H -1.8950 1.7342 -2.0133
C -3.9489 0.6721 0.9481
H -3.9766 1.5747 1.5915
H -4.7513 0.7356 0.1866
H -4.1246 -0.1973 1.6100
C 2.4126 -2.9751 1.8781
H 3.3858 -3.3707 1.5329
H 2.3955 -2.9754 2.9859
H 1.5966 -3.6472 1.5506
C 3.9013 -0.7090 1.5282
H 4.0186 -0.4430 2.5962
H 4.5953 -1.5368 1.2759
H 4.1500 0.1928 0.9367
F 0.2457 3.1624 3.7022
C 0.1025 1.8105 3.9356
F 1.1127 1.4866 4.7980
F -1.0575 1.6910 4.6500
```

Net charge = +1
HOMO-LUMO gap (spin up / spin down) = 4.9464 / 4.9470 eV
Energy = -1683.8525 hartree
HOMO energy (spin up / spin down) = -0.3057 / -0.3057 hartree



Let's list ΔE to the lowest compared entry with this formula, charge and spin in order: 0.121, 0.665, 2.023 eV.